Record 1
{
  "formula": "C36H41NO4RhSeTe",
  "method": "ωB97M-V/def2-TZVPD",
  "orbital_gap_ha": [0.2910, 0.2239],
  "homo_ev": [-7.651, -8.432],
  "e_tot_ha": -4532.0177,
  "e_lumo_ev": [0.27, -2.34],
  "multiplicity": 6,
  "total_charge": 0,
  "elements": ["Rh", "C", "C", "C", "O", "C", "O", "O", "H", "H", "H", "H", "H", "H", "H", "C", "C", "C", "C", "C", "C", "Te", "N", "C", "O", "C", "C", "C", "C", "C", "C", "C", "C", "C", "C", "C", "C", "C", "C", "C", "C", "H", "H", "H", "H", "H", "H", "H", "H", "H", "H", "H", "H", "H", "H", "H", "H", "H", "H", "H", "H", "H", "H", "H", "C", "C", "C", "C", "C", "C", "Se", "C", "C", "C", "H", "H", "H", "H", "H", "H", "H", "H", "H", "H", "H"],
  "coordinates": [[-1.611676, 1.053389, 0.398153], [-1.477788, -2.361408, 3.257840], [-2.254239, -1.204151, 2.655330], [-3.461645, -0.809605, 3.496496], [-1.424742, -0.032121, 2.560059], [-2.794912, -1.609994, 1.242052], [-3.171276, -2.757845, 1.077594], [-2.842391, -0.664578, 0.369241], [-1.164463, -2.125492, 4.277376], [-0.591788, -2.585286, 2.655338], [-2.107503, -3.247222, 3.265920], [-3.163640, -0.645934, 4.533396], [-4.220815, -1.588662, 3.452336], [-3.877638, 0.120481, 3.105232], [-0.499099, -0.291326, 2.501904], [2.179181, -7.606631, 0.846114], [2.014468, -6.111610, 0.880403], [0.949956, -5.489584, 0.247836], [0.792014, -4.104802, 0.269746], [-0.429365, -3.519251, -0.383366], [1.761180, -3.328576, 0.912155], [1.734761, -1.088268, 0.875902], [0.613727, 0.843100, 0.690470], [0.861001, 1.677961, -0.297423], [-0.117843, 2.282502, -0.849664], [2.241535, 1.983780, -0.769973], [2.433331, 2.366717, -2.094416], [3.708086, 2.656422, -2.552630], [4.790336, 2.593362, -1.685457], [4.601372, 2.220700, -0.361824], [3.330494, 1.906234, 0.093986], [1.778826, -1.158407, -1.248497], [0.631972, -0.834548, -1.964058], [0.659441, -0.768970, -3.345375], [1.839379, -1.048265, -4.018922], [2.970605, -1.409055, -3.308044], [2.965765, -1.467544, -1.915538], [4.214934, -1.876527, -1.184260], [2.800480, -3.939393, 1.625954], [3.809979, -3.151088, 2.425152], [2.918255, -5.321794, 1.581933], [1.379383, -8.075535, 0.275675], [2.170395, -8.015244, 1.857807], [3.133692, -7.874258, 0.390034], [0.206381, -6.089940, -0.265051], [-1.287378, -4.178188, -0.257591], [-0.266235, -3.374367, -1.452508], [-0.689459, -2.558514, 0.058121], [1.576591, 2.416350, -2.752974], [3.860740, 2.941317, -3.585937], [5.781903, 2.846109, -2.039277], [5.443742, 2.193230, 0.317661], [3.168032, 1.633504, 1.128186], [-0.299237, -0.637524, -1.449553], [-0.237731, -0.499718, -3.887347], [1.876472, -0.987220, -5.099180], [3.885492, -1.644997, -3.838864], [5.099414, -1.676469, -1.787648], [4.188558, -2.945686, -0.957075], [4.308386, -1.337493, -0.240131], [3.359202, -2.272606, 2.883769], [4.634678, -2.813460, 1.792094], [4.229853, -3.771140, 3.216143], [3.733009, -5.798240, 2.118482], [-5.657928, 6.745945, -1.965891], [-4.714265, 5.850700, -1.213400], [-3.415349, 6.249227, -0.928326], [-2.557245, 5.456512, -0.180914], [-1.144580, 5.899336, 0.085524], [-3.022168, 4.224316, 0.298460], [-1.904435, 3.244165, 1.492784], [-4.310076, 3.764140, -0.036847], [-4.792086, 2.401461, 0.374241], [-5.130646, 4.595648, -0.782280], [-5.141474, 7.616838, -2.366071], [-6.451810, 7.096725, -1.303530], [-6.132045, 6.210273, -2.789009], [-3.060924, 7.207549, -1.291268], [-0.903115, 6.787507, -0.495591], [-0.445430, 5.105261, -0.182334], [-1.006960, 6.125407, 1.146001], [-4.133862, 1.630678, -0.039286], [-5.798269, 2.207000, 0.008218], [-4.792666, 2.286091, 1.459009], [-6.130786, 4.258585, -1.032756]],
  "atomic_forces_ev_per_a": [[0.6, -0.8, 0.3], [0.0, 0.1, 0.1], [-0.3, -0.4, -0.3], [0.1, 0.1, 0.0], [-0.2, 0.3, 0.1], [0.2, -0.1, 0.6], [-0.1, 0.2, -0.1], [0.2, 0.5, -0.5], [0.0, 0.0, 0.0], [0.0, -0.1, 0.0], [0.0, 0.0, 0.0], [0.0, 0.0, 0.0], [0.0, 0.0, 0.0], [-0.1, 0.0, 0.0], [0.1, 0.0, -0.1], [0.0, 0.1, 0.0], [0.0, 0.0, 0.0], [0.1, 0.0, 0.0], [0.0, 0.1, 0.0], [0.1, -0.1, 0.0], [-0.3, 0.1, 0.1], [0.3, -0.3, -0.4], [-0.7, -0.2, -0.1], [0.2, -0.1, 0.2], [-0.2, 0.1, 0.0], [0.0, 0.1, -0.1], [0.0, -0.1, 0.0], [0.0, 0.0, 0.0], [0.0, 0.0, 0.0], [0.0, 0.0, 0.0], [-0.1, 0.1, 0.0], [0.1, 0.0, 0.0], [0.0, 0.0, 0.0], [0.0, 0.0, 0.0], [0.0, 0.0, 0.0], [0.0, 0.0, 0.0], [0.1, 0.0, 0.1], [-0.1, 0.0, -0.1], [0.1, 0.2, 0.0], [0.0, -0.1, -0.1], [0.0, 0.0, 0.0], [0.0, 0.0, 0.0], [0.0, 0.0, 0.0], [0.0, 0.0, 0.0], [0.0, 0.0, 0.0], [0.0, 0.1, 0.0], [0.0, 0.0, 0.0], [0.0, 0.0, -0.1], [0.0, 0.0, 0.0], [0.0, 0.0, 0.0], [0.0, 0.0, 0.0], [0.0, 0.0, 0.0], [0.0, 0.0, 0.0], [0.0, 0.0, 0.1], [0.0, 0.0, 0.0], [0.0, 0.0, 0.0], [0.0, 0.0, 0.0], [0.0, 0.0, 0.0], [0.0, 0.0, 0.0], [0.1, 0.0, 0.0], [0.1, 0.0, 0.1], [0.0, 0.1, 0.0], [0.0, 0.0, 0.0], [0.0, 0.0, 0.0], [0.0, 0.0, 0.0], [0.0, 0.0, 0.0], [-0.1, 0.0, 0.0], [0.1, -0.1, 0.1], [-0.1, 0.0, 0.0], [-0.2, 0.1, 0.0], [-0.2, 0.2, -0.1], [0.2, -0.1, 0.1], [0.1, 0.1, 0.0], [0.0, 0.0, 0.0], [0.0, 0.0, 0.0], [0.0, 0.0, 0.0], [0.0, 0.0, 0.0], [0.0, 0.0, 0.0], [0.0, 0.0, 0.0], [0.1, 0.1, 0.0], [0.1, 0.0, 0.0], [-0.1, -0.1, 0.1], [0.0, 0.0, 0.0], [0.0, -0.1, 0.0], [0.0, 0.0, 0.0]]
}

Record 2
{
  "formula": "C36H42AsBF4N8O2S7W",
  "method": "ωB97M-V/def2-TZVPD",
  "orbital_gap_ha": [0.1934, 0.2050],
  "homo_ev": [-1.759, -2.073],
  "e_tot_ha": -7500.4552,
  "e_lumo_ev": [3.50, 3.50],
  "multiplicity": 3,
  "total_charge": -2,
  "elements": ["W", "C", "C", "C", "C", "C", "N", "C", "C", "C", "C", "C", "C", "C", "N", "C", "C", "C", "N", "C", "C", "N", "C", "C", "C", "N", "H", "H", "H", "H", "H", "H", "H", "H", "H", "H", "H", "H", "H", "H", "H", "H", "H", "H", "S", "As", "S", "S", "S", "C", "C", "C", "C", "N", "C", "S", "N", "C", "C", "C", "C", "H", "H", "H", "H", "H", "H", "H", "H", "H", "H", "H", "H", "H", "H", "H", "H", "H", "H", "H", "H", "F", "B", "F", "F", "F", "O", "S", "O", "N", "C", "S", "C", "C", "C", "C", "C", "C", "H", "H", "H", "H"],
  "coordinates": [[0.217737, 1.628435, 1.138001], [4.302672, -3.701834, -1.565148], [3.687882, -2.615671, -0.720853], [3.617463, -2.702978, 0.664829], [3.021892, -1.711935, 1.412780], [2.475142, -0.541292, 0.847843], [1.897980, 0.439491, 1.636778], [2.257592, 0.382635, 3.003322], [3.599161, 0.471925, 3.376639], [4.016377, 0.288891, 4.681575], [3.090974, 0.031920, 5.690306], [3.528622, -0.186198, 7.115936], [1.750242, 0.023951, 5.346301], [1.321633, 0.201034, 4.030669], [-0.050237, 0.134097, 3.767130], [-1.005540, -0.614888, 4.404595], [-2.241543, -0.195565, 4.163669], [-2.176308, 1.080826, 3.369446], [-0.702806, 1.196404, 3.033821], [2.525470, -0.483496, -0.554701], [3.112344, -1.501692, -1.300889], [1.934116, 0.575149, -1.305365], [2.257511, 0.921016, -2.566286], [1.280420, 1.758727, -3.044943], [0.370916, 1.880988, -1.995836], [0.777638, 1.183213, -0.943743], [4.680674, -4.509261, -0.937102], [5.133088, -3.323801, -2.167078], [3.569071, -4.133445, -2.251892], [4.009689, -3.579523, 1.169877], [2.926087, -1.854183, 2.478404], [4.327097, 0.650547, 2.594366], [5.074213, 0.340532, 4.917960], [4.402492, -0.838954, 7.162407], [2.730949, -0.642179, 7.702775], [3.796206, 0.758463, 7.596227], [0.996683, -0.111627, 6.114401], [-0.684428, -1.493934, 4.938868], [-3.159310, -0.624833, 4.523616], [-2.718228, 1.045416, 2.425743], [3.087207, -1.431243, -2.381766], [3.170725, 0.579177, -3.019372], [1.234642, 2.253834, -3.998297], [-0.535128, 2.459819, -1.960473], [-1.279408, 6.083782, 1.349487], [-0.686777, 4.580341, 0.002425], [-1.809480, 2.636737, 0.314566], [1.341184, 3.702248, 0.522117], [-0.796938, 5.164504, -2.039810], [-2.783365, -4.283587, -2.683362], [-1.444684, -4.916576, -2.316730], [-0.283010, -4.473101, -3.206630], [0.191322, -3.030565, -2.998359], [-0.473446, -2.040088, -3.836611], [-1.205350, -1.001670, -3.357015], [-1.596522, -0.808003, -1.757762], [-1.592735, -0.076264, -4.282647], [-1.523093, -0.210190, -5.718205], [-0.164781, 0.166719, -6.313731], [-0.073976, -0.165352, -7.798164], [1.317107, 0.089540, -8.369258], [-3.575029, -4.657394, -2.031455], [-3.055873, -4.510640, -3.719906], [-2.750317, -3.201257, -2.558334], [-1.532965, -6.006108, -2.386632], [-1.201519, -4.669123, -1.280086], [-0.558408, -4.617657, -4.260459], [0.574414, -5.122476, -3.007114], [1.264008, -2.977616, -3.208938], [0.042378, -2.723422, -1.962643], [-0.299155, -2.089908, -4.825588], [-2.115620, 0.684414, -3.880711], [-2.288214, 0.440115, -6.145514], [-1.784037, -1.235860, -6.009486], [0.632972, -0.348045, -5.769860], [-0.003440, 1.237356, -6.162480], [-0.809455, 0.429009, -8.349563], [-0.341480, -1.216660, -7.950354], [1.608564, 1.132654, -8.233396], [1.359556, -0.137491, -9.435957], [2.060296, -0.531567, -7.865181], [-1.783468, -2.677776, 1.550270], [-0.478292, -2.215233, 1.411177], [0.156619, -2.827418, 0.324887], [0.260379, -2.453489, 2.578692], [-0.532716, -0.781971, 1.178596], [-1.808654, 4.529479, 6.616454], [-2.879148, 3.683472, 6.190206], [-3.857273, 3.275112, 7.160570], [-2.264485, 2.320850, 5.444928], [-2.632787, 2.266282, 4.221968], [0.012578, 2.786104, 3.232423], [-3.525617, 3.365445, 3.747871], [-4.152024, 3.541573, 2.529536], [-4.913960, 4.690381, 2.343460], [-5.063462, 5.625786, 3.357897], [-4.462543, 5.433171, 4.597750], [-3.701380, 4.298324, 4.754658], [-4.032258, 2.830745, 1.728389], [-5.381835, 4.862559, 1.383585], [-5.652239, 6.516866, 3.181587], [-4.579269, 6.144960, 5.403921]],
  "atomic_forces_ev_per_a": [[0.6, -0.2, -0.1], [-0.1, 0.0, 0.0], [0.1, 0.0, 0.0], [0.0, 0.1, 0.0], [0.0, -0.1, 0.0], [0.0, 0.0, 0.2], [0.1, 0.1, 0.2], [0.1, 0.0, -0.1], [0.1, 0.1, 0.1], [0.0, 0.0, 0.0], [0.0, 0.0, 0.0], [0.0, 0.1, 0.0], [0.0, 0.1, 0.0], [0.0, -0.1, 0.1], [0.0, 0.0, -0.1], [0.0, -0.2, -0.2], [0.0, 0.1, 0.1], [0.0, -0.1, 0.1], [0.0, 0.3, 0.7], [-0.1, 0.0, -0.2], [0.0, -0.1, 0.0], [0.2, 0.1, 0.2], [0.1, 0.1, 0.0], [-0.1, 0.0, 0.0], [0.0, -0.1, -0.2], [0.0, -0.4, 0.0], [0.0, 0.0, 0.0], [0.0, 0.0, 0.0], [0.0, 0.0, 0.0], [0.0, 0.0, 0.0], [0.0, 0.0, 0.0], [0.0, 0.0, 0.0], [0.0, 0.0, 0.0], [0.0, 0.0, 0.0], [0.0, 0.0, 0.0], [0.0, 0.0, 0.0], [0.0, 0.0, 0.0], [0.0, 0.0, 0.0], [0.0, -0.1, 0.0], [0.0, 0.1, 0.0], [0.0, 0.0, 0.0], [0.0, -0.1, 0.0], [0.0, 0.0, 0.0], [0.0, 0.1, 0.1], [0.0, -0.2, 0.2], [-0.1, 0.4, -0.2], [-0.1, 0.2, -0.3], [-0.5, 0.0, 0.1], [0.1, -0.2, 0.0], [0.0, 0.0, 0.0], [0.0, 0.1, -0.1], [-0.1, 0.1, 0.0], [0.0, 0.0, 0.0], [-0.2, -0.2, 0.0], [0.2, 0.1, 0.0], [-0.2, 0.0, -0.1], [-0.2, 0.0, 0.0], [0.2, 0.0, 0.1], [-0.1, 0.0, -0.1], [0.1, 0.0, 0.0], [-0.1, 0.0, 0.0], [0.0, 0.0, 0.0], [0.0, 0.0, 0.0], [0.0, 0.0, 0.0], [0.0, 0.0, 0.1], [0.0, 0.0, 0.0], [0.1, 0.0, 0.0], [0.0, 0.0, 0.0], [0.0, 0.0, 0.0], [0.1, 0.0, 0.0], [0.1, 0.0, 0.0], [0.0, 0.0, 0.0], [0.0, -0.1, 0.0], [0.0, 0.0, 0.0], [0.0, 0.0, 0.0], [0.1, 0.0, 0.1], [0.0, 0.0, 0.0], [0.0, 0.0, 0.0], [0.0, 0.0, 0.0], [0.0, 0.0, 0.0], [0.0, 0.0, 0.0], [0.0, 0.0, 0.0], [0.0, -0.2, -0.1], [0.0, 0.0, 0.0], [0.0, 0.0, 0.0], [-0.1, 0.3, -0.3], [0.1, 0.0, 0.0], [-0.1, 0.0, 0.0], [0.0, -0.1, 0.1], [0.0, -0.1, 0.1], [-0.1, 0.0, -0.2], [0.1, -0.2, -0.1], [0.1, -0.1, 0.0], [-0.1, 0.0, -0.1], [0.0, 0.0, 0.0], [0.0, 0.0, 0.0], [0.0, 0.0, 0.0], [0.0, 0.0, 0.0], [0.1, 0.0, 0.0], [0.0, 0.0, 0.0], [0.0, 0.0, 0.0], [0.0, 0.0, 0.0]]
}